Record 1
74
Properties=species:S:1:pos:R:3 method="wB97M-V/def2-TZVPD" total_charge=-1 de_lowest_ev=0.000 total_energy_ha=-5500.52562 spin_multiplicity=6 lumo_energy_ev="1.8 / 1.2" gap_ev="10.6990 / 10.1378" homo_ev="-8.929 / -8.929" s2=8.752
Mn 0.19 -0.22 -3.72
P 1.73 2.52 -4.33
F 1.46 3.99 -4.83
F 1.52 1.92 -5.82
F 3.31 2.51 -4.47
F 1.84 0.91 -3.80
F 1.88 3.00 -2.82
F 0.11 2.20 -4.11
P 1.13 -2.60 -5.08
F 0.90 -3.30 -6.49
F 2.69 -2.45 -5.43
F 0.92 -1.07 -5.67
F 1.46 -1.88 -3.61
F -0.42 -2.65 -4.66
F 1.34 -4.02 -4.34
P -0.63 -0.03 -0.91
F -2.19 0.12 -0.63
F -0.19 0.92 0.29
F -0.55 -1.25 0.14
F 0.89 -0.34 -1.38
F -0.94 -1.10 -2.18
F -0.74 1.18 -1.96
C 2.60 -5.26 0.63
C 2.39 -3.80 1.04
C 1.12 -3.54 1.86
O 1.59 -2.68 2.89
C 2.92 -2.76 3.05
O 3.54 -2.40 3.99
O 3.44 -3.38 1.94
H 3.66 -5.48 0.72
H 2.15 -5.35 -0.36
H 2.13 -5.90 1.37
H 2.44 -3.06 0.24
H 0.54 -4.40 2.19
H 0.55 -2.85 1.24
C -0.93 4.30 -1.90
C 0.22 5.00 -1.18
C 0.31 6.51 -1.30
O 0.83 6.88 -0.01
C 0.51 5.91 0.87
O 0.70 5.96 2.05
O -0.04 4.86 0.24
H -1.77 4.96 -1.68
H -1.15 3.31 -1.51
H -0.67 4.24 -2.96
H 1.17 4.53 -1.42
H -0.66 6.98 -1.53
H 0.98 6.85 -2.08
C 1.15 0.59 2.97
C 0.38 1.63 3.73
C -0.75 2.30 2.92
O -1.83 2.32 3.86
C -1.65 1.34 4.76
O -2.48 0.96 5.53
O -0.37 0.94 4.76
H 1.53 0.92 2.00
H 0.50 -0.27 2.77
H 2.00 0.18 3.51
H 0.98 2.43 4.17
H -1.07 1.59 2.16
H -0.49 3.28 2.53
C -4.48 -1.75 1.15
C -3.09 -2.27 1.48
C -2.99 -3.01 2.82
O -2.08 -4.07 2.50
C -2.01 -4.23 1.15
O -1.48 -5.19 0.68
O -2.75 -3.30 0.54
H -4.63 -0.81 1.68
H -5.23 -2.50 1.40
H -4.62 -1.55 0.09
H -2.33 -1.49 1.48
H -3.89 -3.51 3.17
H -2.59 -2.33 3.57

---

Record 2
16
Properties=species:S:1:pos:R:3 method="wB97M-V/def2-TZVPD" total_charge=0 de_lowest_ev=3.271 smiles="C=C(C)N(O)CO" total_energy_ha=-362.96533 lumo_energy_ev=0.8 gap_ev=9.5238 homo_ev=-8.690
C 1.03 0.36 -1.10
O 2.06 0.03 -0.20
C -0.74 0.03 1.80
C -0.65 -0.23 0.50
N -0.22 0.75 -0.46
O 0.04 1.99 0.17
C -0.95 -1.57 -0.12
H 2.27 0.84 0.30
H 0.86 -0.53 -1.70
H 1.32 1.20 -1.75
H -0.44 1.00 2.19
H -1.07 -0.73 2.49
H -0.66 2.56 -0.17
H -1.71 -2.10 0.46
H -0.05 -2.19 -0.14
H -1.32 -1.46 -1.15

---

Record 3
13
Properties=species:S:1:pos:R:3 method="wB97M-V/def2-TZVPD" total_charge=0 de_lowest_ev=0.904 smiles="CNC(=O)CO" total_energy_ha=-323.74774 lumo_energy_ev=0.7 gap_ev=10.3377 homo_ev=-9.635
C -0.16 -1.79 1.04
N -0.47 -0.65 0.19
C 0.52 0.28 0.05
O 1.64 0.10 0.51
C 0.27 1.59 -0.68
O -0.92 1.74 -1.42
H -0.67 -2.71 0.73
H 0.92 -1.93 0.96
H -0.35 -1.58 2.11
H -1.42 -0.42 -0.08
H 1.18 1.75 -1.27
H 0.26 2.37 0.09
H -0.82 1.24 -2.24

---

Record 4
55
Properties=species:S:1:pos:R:3 method="wB97M-V/def2-TZVPD" total_charge=0 de_lowest_ev=5.385 total_energy_ha=-1356.64126 lumo_energy_ev=0.1 gap_ev=10.0421 homo_ev=-9.978
C -1.18 2.63 2.49
O -0.18 1.58 2.53
C -1.42 3.06 0.95
C -0.23 3.83 0.31
C -0.18 3.47 -1.13
N 1.10 3.01 -1.34
O -1.02 3.54 -2.07
H -0.75 3.47 2.89
H -2.15 2.20 2.72
H -0.65 0.96 1.92
H -2.39 3.58 0.95
H -1.58 2.20 0.38
H 0.77 3.66 0.88
H -0.64 4.95 0.41
H 1.65 2.60 -0.72
H 1.18 2.57 -2.29
H -2.63 1.48 -3.38
H -2.08 1.97 -2.22
O -2.69 1.22 -2.48
H -2.13 -1.14 -3.50
H -2.64 -2.46 -3.67
O -1.81 -1.91 -3.77
H -4.48 1.63 -0.20
H -3.83 1.92 -1.56
O -3.98 2.28 -0.70
H 3.14 -1.79 -1.67
H 3.52 -0.32 -1.58
O 2.80 -0.89 -1.59
H 0.65 -1.76 4.76
H 1.22 -2.56 3.55
O 0.40 -2.34 4.08
H -0.32 -0.02 -2.43
H 0.36 -0.35 -1.12
O -0.47 -0.26 -1.62
H 0.42 -3.60 1.45
H 0.24 -4.80 2.29
O 0.86 -4.21 1.92
H 0.80 -1.44 0.48
H 2.17 -1.32 -0.11
O 1.73 -1.17 0.80
H -0.39 -1.62 2.49
H -1.52 -0.93 1.83
O -0.79 -1.38 1.62
H 1.72 0.51 0.93
H 1.18 1.72 1.65
O 1.68 1.40 0.95
H 3.23 -2.31 1.69
H 2.86 -3.73 2.25
O 3.06 -2.86 2.60
H -0.91 -2.48 -1.88
H -0.93 -2.72 -0.48
O -0.64 -3.23 -1.34
H 2.74 -3.79 -2.84
H 1.53 -3.05 -2.21
O 2.44 -3.30 -1.96

---

Record 5
79
Properties=species:S:1:pos:R:3 method="wB97M-V/def2-TZVPD" total_charge=0 total_energy_ha=-3949.07601 spin_multiplicity=3 lumo_energy_ev="0.4 / 0.4" gap_ev="5.1125 / 7.8050" homo_ev="-4.749 / -7.444" s2=2.030
Ti -1.93 -0.34 -0.57
N -3.53 3.04 6.58
C -2.89 2.49 5.50
C -2.42 1.17 5.55
C -1.79 0.60 4.46
C -1.59 1.36 3.32
C -2.01 2.68 3.26
C -2.64 3.24 4.35
S -1.21 0.49 1.84
O -0.79 1.46 0.81
O -0.17 -0.48 2.11
N -2.51 -0.28 1.40
C -3.51 0.64 1.00
N -4.30 1.23 1.84
C -5.27 2.02 1.29
C -5.42 2.14 -0.08
C -4.51 1.50 -0.90
N -3.49 0.78 -0.35
H -3.93 2.40 7.24
H -4.09 3.86 6.40
H -2.60 0.58 6.45
H -1.47 -0.43 4.47
H -1.85 3.25 2.35
H -2.99 4.27 4.31
H -5.93 2.50 2.00
H -6.23 2.70 -0.51
H -4.56 1.52 -1.98
C 1.78 -0.24 -4.94
C 0.64 0.16 -4.02
C -0.58 -0.72 -4.28
O 1.17 0.06 -2.65
P 0.52 0.88 -1.42
O -0.96 0.97 -1.65
C 1.51 0.07 -0.10
P 0.88 -1.66 -0.07
O -0.45 -1.65 -0.74
O 0.86 -2.67 1.12
C 1.61 -2.78 2.34
C 2.83 -1.87 2.34
C 1.99 -4.24 2.51
O 2.02 -2.28 -1.00
C 1.82 -3.13 -2.15
C 3.20 -3.65 -2.53
C 0.84 -4.26 -1.89
O 1.08 2.35 -1.55
C 2.45 2.66 -1.85
C 3.08 3.36 -0.66
C 2.44 3.55 -3.08
H 1.51 -0.01 -5.96
H 1.96 -1.32 -4.86
H 2.70 0.28 -4.68
H 0.39 1.21 -4.19
H -0.47 -1.67 -3.75
H -0.66 -0.93 -5.35
H -1.50 -0.26 -3.96
H 1.43 0.62 0.83
H 2.53 0.05 -0.47
H 0.93 -2.48 3.14
H 3.39 -2.00 1.41
H 3.48 -2.11 3.18
H 2.52 -0.83 2.43
H 2.69 -4.54 1.72
H 1.11 -4.88 2.47
H 2.48 -4.38 3.48
H 1.45 -2.49 -2.95
H 3.57 -4.33 -1.76
H 3.90 -2.83 -2.64
H 3.14 -4.19 -3.48
H 1.15 -4.83 -1.01
H 0.82 -4.93 -2.75
H -0.17 -3.88 -1.72
H 2.99 1.74 -2.07
H 2.61 4.33 -0.50
H 4.14 3.50 -0.83
H 2.95 2.77 0.25
H 1.87 4.45 -2.86
H 1.97 3.04 -3.92
H 3.46 3.84 -3.37
I -3.44 -2.24 -1.68

---

Record 6
11
Properties=species:S:1:pos:R:3 method="wB97M-V/def2-TZVPD" total_charge=0 de_lowest_ev=2.980 smiles="CC1=NOCS1" total_energy_ha=-645.40215 lumo_energy_ev=0.8 gap_ev=9.3096 homo_ev=-8.557
C -0.61 -1.42 1.22
C -0.16 -0.36 0.20
C 0.77 1.52 -1.09
H 0.19 -1.96 1.69
H -1.11 -1.05 2.15
H -1.21 -1.99 0.59
H 0.43 2.60 -0.96
H 1.77 1.31 -1.72
N -0.63 -0.38 -0.97
O -0.33 0.79 -1.64
S 0.89 0.95 0.53